{
  "formula": "C26H50N3O9",
  "method": "ωB97M-V with the def2-TZVPD basis set",
  "species": ["C", "C", "C", "C", "C", "C", "N", "C", "N", "C", "N", "C", "C", "O", "H", "H", "H", "H", "H", "H", "H", "H", "H", "H", "H", "H", "H", "H", "H", "H", "H", "H", "O", "C", "O", "C", "C", "C", "H", "H", "H", "H", "H", "H", "H", "H", "O", "C", "O", "C", "C", "C", "H", "H", "H", "H", "H", "H", "H", "H", "O", "C", "O", "C", "C", "C", "H", "H", "H", "H", "H", "H", "H", "H", "O", "C", "O", "C", "C", "C", "H", "H", "H", "H", "H", "H", "H", "H"],
  "positions_angstrom": [[-2.74598, 1.42307, -2.19841], [-1.81307, 0.48605, -2.14828], [-0.44077, -0.33707, -2.41522], [0.81193, 0.48876, -1.74558], [1.03097, -0.08738, -0.25693], [1.29746, 1.02705, 0.87173], [2.05565, 2.18010, 0.21861], [1.03439, 2.74221, -0.73542], [0.66049, 4.02028, -0.46372], [-0.37562, 4.73810, -1.27021], [0.46094, 1.94490, -1.82814], [0.93781, 2.40008, -3.19201], [2.25927, 3.32919, -3.17356], [2.77533, 3.33983, -4.55894], [-3.54331, 2.21545, -1.96112], [-0.55537, -1.36714, -1.91300], [-0.20480, -0.41646, -3.54154], [1.77028, 0.21378, -2.35134], [0.13279, -0.73436, 0.06270], [1.94034, -0.80660, -0.30132], [1.88801, 0.56789, 1.74791], [0.25995, 1.35680, 1.27026], [2.16757, 2.85733, 1.01309], [1.06895, 4.54718, 0.34048], [-1.08693, 4.03666, -1.83928], [-1.01225, 5.47525, -0.65511], [0.19979, 5.34117, -2.08705], [0.08168, 3.06131, -3.62535], [1.02380, 1.50747, -3.93631], [2.00917, 4.44327, -2.93945], [3.12423, 2.92955, -2.52910], [2.13083, 2.89624, -5.15897], [1.09121, 3.33426, 3.72783], [2.11991, 3.23761, 4.36998], [3.28426, 3.67219, 3.85228], [4.50162, 3.81402, 4.60420], [5.28740, 2.51859, 4.61528], [2.13428, 2.54594, 5.70250], [4.30364, 4.19225, 5.60980], [5.08783, 4.58422, 4.09576], [4.73411, 1.71805, 5.11120], [6.24047, 2.65154, 5.13192], [5.48470, 2.18275, 3.59336], [2.32160, 1.48028, 5.55561], [1.15375, 2.67253, 6.16840], [2.85770, 2.96257, 6.40053], [0.20695, 3.67266, -5.58434], [0.11672, 4.40143, -6.55799], [-0.90741, 4.26026, -7.41439], [-1.23002, 5.20094, -8.45254], [-0.46294, 4.89283, -9.72226], [1.19291, 5.39908, -6.87558], [-1.08371, 6.22948, -8.11403], [-2.30049, 5.08971, -8.64481], [0.61487, 4.98728, -9.57276], [-0.76121, 5.57027, -10.52545], [-0.65046, 3.86399, -10.04154], [1.94957, 4.92749, -7.50591], [1.65912, 5.71516, -5.93884], [0.81941, 6.30476, -7.34935], [-2.56670, -5.12303, 3.85759], [-2.49678, -4.57763, 2.77623], [-1.69780, -3.50425, 2.60751], [-1.37106, -2.93337, 1.33280], [-2.40476, -1.90609, 0.91601], [-3.36698, -5.01759, 1.63361], [-1.22383, -3.70939, 0.57740], [-0.40368, -2.43828, 1.45785], [-3.38966, -2.35900, 0.78479], [-2.11627, -1.42815, -0.02359], [-2.50946, -1.13558, 1.68507], [-4.31021, -4.46828, 1.66405], [-3.57438, -6.08460, 1.74789], [-2.89588, -4.90305, 0.65904], [-1.89462, -11.28057, 3.50180], [-2.07108, -10.44923, 4.36866], [-3.29671, -9.92819, 4.57013], [-3.65519, -9.12065, 5.70224], [-3.35801, -7.65802, 5.44097], [-0.91727, -9.91014, 5.16548], [-3.18176, -9.48760, 6.61635], [-4.73231, -9.24832, 5.84130], [-2.29027, -7.48632, 5.29072], [-3.69267, -7.04168, 6.27860], [-3.86418, -7.32178, 4.53260], [-0.49576, -9.04361, 4.65201], [-0.15225, -10.68761, 5.23538], [-1.17981, -9.65009, 6.18925]],
  "e_tot_ev": -50658.939,
  "de_lowest_kj_mol": 416.4,
  "gap_ev": 7.9,
  "charge": 1
}